A cluster of 2 separate species, C2H7O2 in total at a distorted geometry, computed with ωB97M-V/def2-TZVPD.

```
! RIJCOSX wB97M-V def2-TZVPD def2/J DEFGRID3
* xyz -1 1
O 1.3358 -2.2201 -0.4085
H 1.4136 -2.2928 -1.3678
C 0.2779 0.8768 0.3304
O 0.9799 0.3181 -0.7117
C -1.2257 0.6183 0.2311
H 0.5708 0.4263 1.3141
H 0.5167 1.9582 0.3822
H 0.9667 -1.2688 -0.3873
H -1.7228 1.2811 -0.4657
H -1.3410 -0.4193 -0.0952
H -1.7719 0.7222 1.1785
*
```

Summary:
**LUMO energy**: 4.746 eV
**M**: 63.08 g mol⁻¹
**Energy relative to the best compared isomer or geometry (same formula, charge and spin)**: 5.48 kcal/mol
**HOMO**: -2.8 eV
**Energy**: -230.8759 Ha